(1)
DFT (ωB97M-V with the def2-TZVPD basis set) results for C8H10N2O3 in the gas phase.

Its SMILES is CN1C=C2OC2=C([N+](=O)[O-])C1(C)C.

The geometry in ORCA input format:
```
! RIJCOSX wB97M-V def2-TZVPD def2/J DEFGRID3
* xyz 0 1
O -3.544 1.046 -0.284
O -2.516 -2.286 0.232
O -1.950 2.476 0.037
N -2.358 1.320 0.007
N 0.675 -0.931 0.190
C 0.637 1.309 0.944
C 0.029 0.359 -0.012
C -1.145 -2.286 0.054
C 0.184 0.824 -1.515
C -1.513 0.224 0.171
C 0.160 -2.241 0.191
C -1.911 -1.090 0.064
C 2.054 -0.905 0.436
H 1.606 1.601 0.645
H -0.298 0.103 -2.080
H 2.472 -0.004 -0.301
H -0.012 2.239 0.989
H 0.707 0.902 2.003
H 2.326 -0.522 1.447
H -0.331 1.789 -1.668
H 0.920 -3.025 0.149
H 1.167 0.918 -1.805
H 2.644 -1.821 0.106
*
```

(2)
DFT (ωB97M-V with the def2-TZVPD basis set) results for a molecular structure, C8H10N2O3.

As for the expectation value of S²: 2.01.

The geometry in ORCA input format:
```
! RIJCOSX wB97M-V def2-TZVPD def2/J DEFGRID3
* xyz 0 3
O -0.374 -2.712 -0.676
O 0.146 3.352 -1.721
O -1.621 1.491 -2.805
N -0.162 -1.474 2.830
N 1.643 0.109 1.466
C 0.862 0.528 0.466
C 0.921 1.823 -0.144
C -0.728 -0.038 -1.258
C 0.003 2.171 -1.149
C -0.729 -1.833 1.761
C -0.852 1.255 -1.754
C 0.032 -0.412 -0.137
C 0.236 -1.795 0.097
H -1.796 0.596 -3.183
H 0.943 3.899 -1.376
H -0.826 -1.502 3.611
H 1.236 -2.148 0.546
H 1.782 2.419 -0.014
H -1.749 -2.174 1.532
H -1.149 -0.990 -1.655
H 2.070 0.805 2.076
H 1.397 -0.741 1.960
H -1.286 -2.631 -0.472
*
```

(3)
DFT (ωB97M-V with the def2-TZVPD basis set) results for a gas-phase ion, C8H10N2O4S (charge -2).

Its SMILES is [H]/N=C(/C)[C@@H](C(=O)[O-])C(=S)/N=C(/[O-])OCC.

The geometry in ORCA input format:
```
! RIJCOSX wB97M-V def2-TZVPD def2/J DEFGRID3
* xyz -2 1
S -2.666 -1.005 2.077
O 0.759 1.925 2.270
O -0.530 1.858 0.420
O -0.860 -4.374 0.778
O 0.957 -3.268 1.566
N 1.075 -0.858 -0.853
N -0.230 0.018 1.654
C 0.009 1.272 1.571
C -0.111 -3.410 0.964
C -0.834 -1.998 0.314
C 0.143 3.118 0.062
C -0.758 -1.655 -2.149
C 1.670 2.914 -0.482
C -0.048 -1.479 -0.861
C -1.095 -0.843 1.434
H 1.389 -0.814 0.112
H -0.599 3.681 -0.601
H 0.336 3.659 1.078
H -1.772 -2.312 0.039
H -0.055 -1.767 -3.023
H -1.312 -2.624 -2.260
H 2.346 3.416 0.189
H 1.664 3.433 -1.363
H -1.334 -0.751 -2.277
H 1.856 1.865 -0.661
*
```

(4)
DFT (ωB97M-V with the def2-TZVPD basis set) results for C8H10N2O5 in the gas phase.

Its SMILES is N[C@]12O[C@@]1(O)/C(=C/CO)O[C@@H]1CC(=O)N12.

The geometry in ORCA input format:
```
! RIJCOSX wB97M-V def2-TZVPD def2/J DEFGRID3
* xyz 0 1
O 0.135 1.861 -1.636
O 0.754 -0.150 -2.623
O -3.341 -0.155 0.604
O 0.780 0.944 0.857
O 1.909 -2.917 1.595
N -1.837 0.771 -2.485
N -1.440 1.148 -0.069
C 1.045 0.127 -0.197
C -0.547 1.491 1.002
C -0.899 1.025 -1.366
C -1.421 0.644 2.026
C -2.286 0.365 0.783
C 1.611 -1.087 -0.059
C 2.279 -1.589 1.219
C 0.493 0.455 -1.473
H -2.322 -0.141 -2.407
H 0.996 -3.109 1.941
H 1.744 -1.678 -0.943
H 2.058 -0.903 2.069
H -1.861 1.269 2.895
H -0.542 2.477 1.239
H -1.264 0.669 -3.425
H 3.392 -1.497 0.978
H -0.965 -0.269 2.496
H 1.526 0.249 -3.021
*
```

(5)
DFT (ωB97M-V with the def2-TZVPD basis set) results for C8H10N2OS in the gas phase.

As for the expectation value of S²: 2.04.

The geometry in ORCA input format:
```
! RIJCOSX wB97M-V def2-TZVPD def2/J DEFGRID3
* xyz 0 3
S 1.923 -0.241 0.004
O 0.898 2.222 -0.540
N 1.531 -1.317 0.979
N 2.226 -1.090 -1.256
C -3.341 -0.731 0.051
C -0.789 0.520 -0.297
C -1.893 1.180 0.240
C 3.363 0.646 0.584
C 0.476 1.131 -0.297
C -0.979 -0.896 -0.663
C -2.269 -1.487 -0.433
C -3.128 0.593 0.333
H 3.560 1.562 0.092
H -3.923 1.178 0.778
H -4.256 -1.245 0.252
H 0.798 -0.925 1.690
H -1.847 2.206 0.339
H -0.211 -1.581 -1.056
H 2.814 -0.586 -1.940
H 4.307 0.156 0.469
H 3.322 1.033 1.633
H -2.582 -2.329 -0.961
*
```

(6)
DFT (ωB97M-V with the def2-TZVPD basis set) results for a molecular structure, C8H10N2SV.

As for the expectation value of S²: 2.02.

The geometry in ORCA input format:
```
! RIJCOSX wB97M-V def2-TZVPD def2/J DEFGRID3
* xyz -1 3
V -0.093 -0.083 0.226
S 1.203 0.257 2.193
N -1.578 -0.573 0.795
N -0.657 -0.197 4.307
C -1.030 1.813 -0.529
C 0.088 -0.012 3.410
C 0.489 0.669 -1.868
C 1.231 1.491 -0.953
C -0.910 0.867 -1.614
C 1.046 -1.789 -0.651
C 0.296 2.190 -0.118
C -0.003 -2.347 0.087
H 1.055 -1.847 -1.746
H -1.957 2.233 -0.145
H 0.906 0.047 -2.659
H 0.142 -2.619 1.138
H 2.045 -1.656 -0.203
H -0.888 -2.758 -0.405
H 2.315 1.604 -0.930
H -1.730 0.440 -2.187
H 0.536 2.940 0.634
H -2.503 -0.670 1.219
*
```

(7)
DFT (ωB97M-V with the def2-TZVPD basis set) results for a gas-phase ion, C8H10N3O2 (charge +1).

Its SMILES is NC(=[NH2+])c1ccccc1C(=O)NO.

The geometry in ORCA input format:
```
! RIJCOSX wB97M-V def2-TZVPD def2/J DEFGRID3
* xyz 1 1
O 0.301 0.256 3.793
O 1.285 -1.086 1.731
N 1.398 1.698 0.432
N 2.191 0.854 -1.533
N -0.360 0.246 2.539
C -1.734 -0.663 -2.166
C 0.186 -0.590 1.602
C 0.051 0.135 -0.776
C -0.583 -0.592 0.285
C 1.289 0.892 -0.565
C -1.682 -1.436 0.135
C -2.318 -1.352 -1.106
C -0.501 0.017 -2.059
H -2.347 -0.745 -3.099
H -1.961 -1.902 1.044
H 2.087 0.485 -2.459
H 0.557 1.628 0.962
H 1.211 0.023 3.766
H 3.199 0.855 -1.357
H -3.302 -1.872 -1.420
H 2.314 2.074 0.526
H 0.042 0.592 -2.789
H -1.324 0.483 2.512
*
```

(8)
DFT (ωB97M-V with the def2-TZVPD basis set) results for a molecular structure, C8H10NS.

The geometry in ORCA input format:
```
! RIJCOSX wB97M-V def2-TZVPD def2/J DEFGRID3
* xyz 1 1
S -1.832 0.912 0.683
N 0.661 2.016 -0.619
C -2.481 -1.471 -0.136
C -2.775 -0.526 0.780
C 0.423 0.673 -1.036
C -0.922 0.122 -0.674
C 1.743 -0.596 1.473
C -1.432 -1.119 -0.891
C 1.723 -0.289 -0.013
C 2.902 -0.715 0.337
H 1.647 2.322 -0.866
H -3.039 -2.339 -0.288
H 1.767 0.287 2.014
H 0.447 2.029 0.394
H 0.711 0.501 -2.155
H 0.175 2.804 -0.966
H -3.509 -0.560 1.696
H 1.005 -1.441 1.769
H 3.901 -1.025 0.360
H -1.113 -1.586 -1.862
*
```

(9)
DFT (ωB97M-V with the def2-TZVPD basis set) results for C8H10O in the gas phase.

Its SMILES is C/C=C\c1ccc(C)o1.

The geometry in ORCA input format:
```
! RIJCOSX wB97M-V def2-TZVPD def2/J DEFGRID3
* xyz 0 1
O -0.419 -0.018 -0.554
C -0.899 -2.134 0.085
C 0.124 -1.276 -0.280
C -2.039 -1.387 0.341
C -2.340 1.232 -0.131
C 2.480 -0.445 0.082
C 2.208 0.983 0.487
C 1.580 -1.371 -0.295
C -1.693 -0.112 -0.105
H -2.934 -1.835 0.693
H -1.731 1.803 -0.740
H 1.722 1.550 -0.303
H 3.478 -0.669 0.125
H 1.484 0.963 1.205
H -3.353 1.162 -0.540
H 3.162 1.326 0.697
H -2.524 1.454 0.952
H -0.963 -3.223 0.284
H 1.970 -2.447 -0.496
*
```

(10)
DFT (ωB97M-V with the def2-TZVPD basis set) results for 2 unconnected molecules or ions with the total composition C8H10O2.

Its SMILES is c1ccccc1.CC(=O)O.

The geometry in ORCA input format:
```
! RIJCOSX wB97M-V def2-TZVPD def2/J DEFGRID3
* xyz 0 1
O 0.309 3.319 2.488
O -0.083 2.447 0.445
C 1.042 -1.998 -1.342
C 1.153 1.086 2.035
C 0.505 -1.185 -0.372
C -1.807 -1.413 -1.232
C -1.174 -2.320 -2.189
C 0.369 2.302 1.587
C -0.877 -0.936 -0.305
C 0.129 -2.506 -2.256
H -2.816 -1.327 -1.220
H 1.385 0.335 1.264
H 0.005 4.103 1.876
H -1.192 -0.265 0.529
H 2.118 -1.981 -1.535
H 2.122 1.287 2.409
H 0.483 -3.286 -2.850
H 1.251 -0.848 0.305
H 0.622 0.594 2.876
H -1.822 -2.932 -2.677
*
```

(11)
DFT (ωB97M-V with the def2-TZVPD basis set) results for a molecular structure, C8H10O2PS.

The geometry in ORCA input format:
```
! RIJCOSX wB97M-V def2-TZVPD def2/J DEFGRID3
* xyz -1 1
S -0.428 -0.210 -3.136
P -0.301 0.963 -1.612
O -0.149 2.463 -1.806
O 1.510 -1.154 0.236
C -1.621 -1.412 1.241
C -2.062 -0.588 2.238
C 2.486 0.472 -1.280
C -1.179 0.551 -0.124
C -1.276 -0.806 0.048
C 2.517 -0.925 -0.605
C -2.029 0.836 2.060
C -1.600 1.385 0.912
H -2.525 1.498 2.909
H 1.343 0.455 -1.504
H -1.762 2.482 0.680
H 2.555 -1.647 -1.510
H 2.902 1.017 -0.459
H -1.630 -2.490 1.388
H 3.521 -1.088 -0.051
H -0.880 -1.442 -0.648
H 2.989 0.583 -2.266
H -2.379 -0.943 3.286
*
```

Ordered E_tot results: -17571.571, -17574.312, -30462.893, -21672.294, -24313.711, -47960.357, -17015.087, -20770.990, -10503.330, -12551.956, -32676.165; unit eV.
Ordered energy above the lowest of the compared OMol25 structures with the same formula, charge and spin results: 9.994, 0.657, 0.128, 3.697, 3.350, 0.000, 2.545, 5.178, 2.273, 1.705, 1.514; unit eV.